No. 1
{
  "formula": "C20H18N6S",
  "method": "ωB97M-V/def2-TZVPD",
  "species": ["C", "C", "C", "C", "C", "N", "N", "C", "S", "C", "C", "N", "C", "C", "C", "C", "C", "C", "C", "C", "N", "C", "C", "N", "N", "C", "C", "H", "H", "H", "H", "H", "H", "H", "H", "H", "H", "H", "H", "H", "H", "H", "H", "H", "H"],
  "coordinates": [[-0.49, -0.32, 7.92], [-0.33, -0.16, 6.44], [-0.87, 1.00, 5.68], [-0.81, 1.03, 4.31], [-1.47, 2.10, 3.53], [-0.17, -0.01, 3.62], [0.08, -0.10, 2.29], [0.65, -1.28, 2.17], [1.15, -1.86, 0.57], [-0.32, -1.61, -0.47], [0.01, -0.81, -1.69], [0.10, -1.39, -2.88], [0.37, -0.37, -3.78], [0.55, -0.52, -5.29], [0.43, -1.79, -5.86], [0.50, -1.98, -7.23], [0.69, -0.90, -8.09], [0.74, 0.39, -7.54], [0.72, 0.58, -6.14], [0.45, 0.81, -3.11], [0.31, 0.54, -1.78], [0.30, 1.48, -0.67], [0.38, 2.89, -1.06], [0.48, 4.01, -1.40], [0.83, -1.94, 3.41], [0.34, -1.11, 4.28], [0.21, -1.19, 5.74], [-0.22, -1.32, 8.25], [-1.52, -0.16, 8.19], [0.09, 0.43, 8.44], [-1.41, 1.78, 6.26], [-2.22, 1.65, 2.88], [-0.72, 2.56, 2.87], [-1.91, 2.87, 4.17], [-1.09, -1.12, 0.10], [-0.70, -2.58, -0.79], [0.27, -2.60, -5.20], [0.46, -2.95, -7.63], [0.80, -1.11, -9.16], [0.87, 1.23, -8.22], [0.78, 1.56, -5.70], [0.64, 1.75, -3.57], [-0.63, 1.36, -0.08], [1.13, 1.28, 0.02], [0.55, -2.10, 6.21]],
  "mulliken_charge": [-1.39, 1.22, -0.77, 1.01, -1.38, 0.39, -0.65, 0.13, -0.17, -0.91, 0.37, -0.57, 0.19, 0.48, -0.45, -0.49, -0.43, -0.63, -0.39, -0.38, 0.16, 0.11, -0.07, -0.45, -0.76, 0.35, -0.71, 0.34, 0.34, 0.32, 0.30, 0.32, 0.28, 0.36, 0.42, 0.39, 0.45, 0.40, 0.35, 0.35, 0.28, 0.45, 0.24, 0.22, 0.38],
  "orbital_gap_ev": 8.56,
  "mol_weight_g_mol": 374.47,
  "total_energy_ev": -40807.40751,
  "e_above_lowest_kcal_mol": 0.0,
  "smiles": "Cc1cc(C)n2nc(SCc3nc(-c4ccccc4)cn3CC#N)nc2c1",
  "homo_energy_ev": -8.109
}


No. 2
{
  "formula": "C46H101N5O3",
  "method": "ωB97M-V/def2-TZVPD",
  "species": ["O", "C", "O", "O", "H", "C", "C", "C", "C", "N", "C", "C", "C", "C", "C", "H", "H", "H", "H", "H", "H", "H", "H", "H", "H", "H", "H", "H", "H", "H", "H", "H", "H", "H", "H", "C", "C", "C", "C", "N", "C", "C", "C", "C", "C", "H", "H", "H", "H", "H", "H", "H", "H", "H", "H", "H", "H", "H", "H", "H", "H", "H", "H", "H", "H", "C", "C", "C", "C", "N", "C", "C", "C", "C", "C", "H", "H", "H", "H", "H", "H", "H", "H", "H", "H", "H", "H", "H", "H", "H", "H", "H", "H", "H", "H", "C", "C", "C", "C", "N", "C", "C", "C", "C", "C", "H", "H", "H", "H", "H", "H", "H", "H", "H", "H", "H", "H", "H", "H", "H", "H", "H", "H", "H", "H", "C", "C", "C", "C", "N", "C", "C", "C", "C", "C", "H", "H", "H", "H", "H", "H", "H", "H", "H", "H", "H", "H", "H", "H", "H", "H", "H", "H", "H", "H"],
  "coordinates": [[10.90, -18.21, -9.86], [10.50, -19.12, -10.73], [9.52, -19.74, -10.29], [11.19, -19.26, -11.72], [10.11, -18.24, -9.32], [3.55, -23.74, -8.90], [4.40, -23.90, -10.19], [5.82, -23.25, -10.17], [6.59, -23.90, -11.31], [7.98, -23.32, -11.56], [8.82, -24.23, -12.44], [10.19, -23.94, -12.03], [10.25, -23.59, -10.56], [8.78, -23.34, -10.21], [7.84, -21.91, -12.26], [3.97, -24.31, -8.08], [2.56, -24.15, -9.04], [3.34, -22.68, -8.71], [3.83, -23.64, -11.08], [4.47, -24.96, -10.45], [6.20, -23.54, -9.19], [5.74, -22.16, -10.26], [5.98, -23.87, -12.21], [6.80, -24.93, -11.02], [8.68, -23.97, -13.49], [8.48, -25.27, -12.36], [10.53, -23.01, -12.48], [10.83, -24.79, -12.27], [10.77, -22.63, -10.53], [10.65, -24.28, -9.82], [8.68, -22.31, -9.86], [8.34, -24.04, -9.50], [7.13, -21.20, -11.83], [7.62, -22.11, -13.30], [8.85, -21.50, -12.24], [8.61, -23.67, -6.30], [10.04, -23.19, -6.02], [10.13, -21.55, -5.99], [11.43, -21.03, -5.41], [11.72, -19.48, -5.65], [12.46, -18.80, -4.46], [11.57, -18.58, -3.19], [10.20, -18.70, -3.83], [10.46, -18.64, -5.34], [12.21, -19.25, -7.05], [8.52, -24.76, -6.30], [8.28, -23.19, -7.22], [7.91, -23.35, -5.53], [10.70, -23.62, -6.77], [10.38, -23.56, -5.05], [9.44, -21.13, -5.26], [9.82, -21.32, -7.01], [12.23, -21.56, -5.93], [11.50, -21.25, -4.35], [12.87, -17.86, -4.83], [13.28, -19.46, -4.20], [11.64, -17.64, -2.64], [11.75, -19.45, -2.56], [9.55, -17.89, -3.51], [9.77, -19.65, -3.53], [10.64, -17.58, -5.55], [9.57, -18.94, -5.90], [12.22, -18.18, -7.22], [11.56, -19.78, -7.75], [13.23, -19.64, -6.98], [4.98, -17.85, -12.93], [5.60, -17.32, -11.64], [6.95, -16.55, -11.84], [7.51, -16.03, -10.60], [8.63, -14.99, -10.88], [9.42, -14.73, -9.58], [10.88, -14.54, -10.02], [11.06, -15.03, -11.43], [9.64, -15.47, -11.88], [7.94, -13.75, -11.52], [3.90, -17.71, -13.06], [5.27, -18.88, -13.12], [5.44, -17.31, -13.76], [5.67, -18.21, -11.01], [4.77, -16.72, -11.26], [6.66, -15.85, -12.63], [7.62, -17.29, -12.27], [7.93, -16.83, -9.98], [6.79, -15.46, -10.02], [8.96, -13.90, -9.05], [9.16, -15.63, -9.02], [11.30, -13.55, -9.89], [11.55, -15.10, -9.37], [11.36, -14.37, -12.25], [11.64, -15.95, -11.39], [9.31, -15.38, -12.91], [9.69, -16.55, -11.83], [8.71, -12.99, -11.62], [7.20, -13.36, -10.82], [7.66, -13.96, -12.56], [8.77, -19.52, -14.67], [9.51, -18.65, -15.69], [11.04, -18.88, -15.70], [11.38, -20.29, -16.20], [12.72, -20.86, -15.62], [12.64, -20.99, -14.04], [13.45, -22.26, -13.67], [13.14, -23.18, -14.85], [12.86, -22.33, -16.03], [14.02, -20.12, -15.95], [7.71, -19.30, -14.77], [9.09, -19.29, -13.65], [8.96, -20.59, -14.73], [9.18, -17.63, -15.46], [9.09, -18.82, -16.68], [11.48, -18.67, -14.73], [11.58, -18.20, -16.37], [11.52, -20.35, -17.28], [10.62, -21.05, -16.02], [12.91, -20.03, -13.60], [11.62, -21.24, -13.77], [14.50, -21.99, -13.62], [13.32, -22.47, -12.61], [13.96, -23.84, -15.14], [12.28, -23.81, -14.59], [13.48, -22.37, -16.93], [11.91, -22.59, -16.51], [14.90, -20.75, -15.85], [13.93, -19.09, -15.58], [13.87, -20.09, -17.03], [13.40, -21.89, -9.69], [14.65, -21.27, -9.01], [14.88, -19.79, -9.31], [15.64, -19.46, -10.70], [15.64, -17.95, -10.85], [14.23, -17.31, -10.89], [14.24, -16.35, -12.11], [15.67, -16.36, -12.64], [16.26, -17.65, -12.25], [16.41, -17.27, -9.73], [12.59, -21.43, -9.12], [13.30, -22.97, -9.80], [13.52, -21.46, -10.68], [15.51, -21.94, -9.05], [14.54, -21.19, -7.93], [15.58, -19.39, -8.57], [14.00, -19.16, -9.22], [15.06, -19.95, -11.48], [16.66, -19.82, -10.72], [14.00, -16.84, -9.93], [13.59, -18.13, -11.20], [13.89, -15.35, -11.84], [13.76, -16.75, -13.01], [16.17, -15.48, -12.23], [15.71, -16.30, -13.73], [17.35, -17.61, -12.19], [15.92, -18.44, -12.91], [15.76, -17.33, -8.85], [16.69, -16.30, -10.14], [17.29, -17.83, -9.43]],
  "mulliken_charge": [0.34, 0.31, -0.59, 0.42, -0.07, -1.32, -0.91, 0.31, -1.14, 0.43, -1.00, 0.18, 0.33, -0.69, -0.84, 0.34, 0.41, 0.33, 0.46, 0.45, 0.04, 0.21, 0.42, 0.48, 0.40, 0.45, -0.57, 0.69, -0.74, 0.57, 0.47, 0.31, 0.44, 0.38, -0.11, -1.11, -0.53, -0.08, -0.84, 0.85, -0.85, -0.66, -0.60, -0.98, -1.02, 0.41, 0.05, 0.41, 0.28, 0.50, 0.34, -0.08, 0.35, 0.47, 0.41, 0.44, 0.29, 0.35, 0.54, 0.18, 0.59, 0.45, 0.39, -0.09, 0.46, -1.03, -0.72, -0.04, -0.58, 0.15, -0.59, -0.75, 0.85, -0.35, -0.96, 0.36, 0.12, 0.35, 0.36, 0.38, 0.26, 0.02, 0.21, 0.53, 0.45, 0.33, 0.50, 0.24, 0.52, -0.97, 0.71, -0.60, 0.47, 0.35, 0.39, -0.31, -1.33, 0.24, -1.02, 0.47, -0.01, -0.45, -0.80, -0.57, -1.07, 0.49, -0.21, 0.20, 0.45, 0.45, -0.30, 0.44, 0.62, 0.40, 0.13, -0.38, 0.48, 0.17, 0.40, 0.27, 0.51, 0.40, 0.40, 0.33, 0.45, 0.68, -1.34, -0.35, -0.26, 0.48, -0.14, -0.19, -1.00, -0.44, -0.96, -0.36, 0.63, -0.70, 0.43, 0.45, 0.68, 0.15, -0.43, 0.60, 0.24, -0.21, 0.52, 0.05, 0.31, 0.45, 0.39, 0.30, 0.46, 0.34, 0.31],
  "orbital_gap_ev": [9.57, 3.90],
  "s_squared": 0.758,
  "mol_weight_g_mol": 772.35,
  "total_energy_ev": -62878.83774,
  "charge": 5,
  "homo_energy_ev": [-20.332, -20.332],
  "multiplicity": 2
}


No. 3
{
  "formula": "C5H14",
  "method": "ωB97M-V/def2-TZVPD",
  "species": ["C", "C", "C", "H", "H", "H", "H", "H", "H", "H", "H", "C", "C", "H", "H", "H", "H", "H", "H"],
  "coordinates": [[1.90, -1.33, -0.86], [1.41, -0.39, 0.28], [0.40, -1.29, 1.12], [1.12, -2.00, -1.36], [2.61, -2.04, -0.51], [2.52, -0.60, -1.46], [2.39, -0.29, 0.83], [0.92, 0.55, -0.06], [0.83, -2.18, 1.41], [0.32, -0.83, 2.10], [-0.48, -1.47, 0.55], [-1.89, 1.04, -0.84], [-1.58, 1.89, 0.33], [-2.92, 1.34, -1.08], [-1.17, 1.20, -1.73], [-2.02, -0.10, -0.41], [-1.15, 1.45, 1.12], [-0.70, 2.52, -0.03], [-2.52, 2.53, 0.60]],
  "mulliken_charge": [-1.13, -0.06, -1.29, 0.29, 0.36, 0.31, 0.27, 0.15, 0.52, 0.32, 0.26, -0.61, -0.80, 0.33, 0.23, 0.10, 0.27, 0.23, 0.26],
  "orbital_gap_ev": 11.91,
  "mol_weight_g_mol": 74.17,
  "total_energy_ev": -5410.10853,
  "e_above_lowest_kcal_mol": 44.8,
  "smiles": "CCC.CC",
  "homo_energy_ev": -10.746
}


No. 4
{
  "formula": "C4H12O",
  "method": "ωB97M-V/def2-TZVPD",
  "species": ["C", "C", "C", "H", "H", "H", "H", "H", "H", "H", "H", "C", "O", "H", "H", "H", "H"],
  "coordinates": [[-0.99, -2.10, 0.58], [-0.83, -0.55, 0.31], [-1.40, 0.27, 1.43], [-1.93, -2.44, 0.73], [-0.67, -2.23, 1.65], [-0.47, -2.73, -0.04], [0.26, -0.15, 0.18], [-1.30, -0.35, -0.67], [-2.18, -0.21, 2.04], [-0.56, 0.47, 2.03], [-1.91, 1.12, 0.96], [2.04, 1.45, -1.92], [1.41, 1.88, -0.71], [2.35, 2.39, -2.37], [2.88, 0.82, -1.75], [1.39, 0.87, -2.50], [1.91, 1.50, 0.06]],
  "mulliken_charge": [-1.39, 0.32, -1.19, 0.42, 0.31, 0.39, -0.08, 0.24, 0.34, 0.35, 0.29, -0.59, -0.50, 0.23, 0.30, 0.25, 0.30],
  "orbital_gap_ev": 11.25,
  "mol_weight_g_mol": 76.14,
  "total_energy_ev": -6388.57226,
  "e_above_lowest_kcal_mol": 35.7,
  "smiles": "CCC.CO",
  "homo_energy_ev": -10.368
}


No. 5
{
  "formula": "C22H28N2O6S",
  "method": "ωB97M-V/def2-TZVPD",
  "species": ["C", "C", "O", "C", "C", "C", "C", "N", "S", "O", "O", "C", "C", "C", "C", "C", "C", "C", "C", "O", "N", "C", "C", "C", "O", "C", "C", "C", "O", "C", "C", "H", "H", "H", "H", "H", "H", "H", "H", "H", "H", "H", "H", "H", "H", "H", "H", "H", "H", "H", "H", "H", "H", "H", "H", "H", "H", "H", "H"],
  "coordinates": [[-1.55, -1.41, -4.42], [-0.77, -0.28, -3.77], [0.16, -0.74, -2.81], [-0.29, -1.22, -1.61], [-1.58, -1.06, -1.13], [-1.93, -1.55, 0.11], [-3.34, -1.37, 0.62], [-3.39, -0.21, 1.49], [-3.16, 1.27, 0.72], [-3.60, 1.22, -0.64], [-3.74, 2.25, 1.59], [-1.39, 1.47, 0.77], [-0.73, 1.23, 1.96], [0.64, 1.47, 2.06], [1.29, 1.95, 0.94], [0.62, 2.17, -0.27], [-0.73, 1.93, -0.36], [1.61, 2.67, -1.27], [2.91, 2.72, -0.47], [4.00, 3.07, -0.84], [2.62, 2.29, 0.81], [3.61, 2.24, 1.86], [-0.99, -2.18, 0.91], [0.31, -2.36, 0.45], [1.31, -2.95, 1.15], [1.02, -3.49, 2.42], [2.31, -4.11, 2.95], [0.65, -1.91, -0.84], [1.89, -2.25, -1.34], [2.83, -1.20, -1.49], [3.43, -0.78, -0.15], [-0.86, -2.12, -4.87], [-2.16, -1.93, -3.69], [-2.20, -1.01, -5.20], [-1.45, 0.46, -3.33], [-0.15, 0.23, -4.51], [-2.33, -0.55, -1.71], [-3.65, -2.24, 1.19], [-4.02, -1.24, -0.23], [-4.23, -0.15, 2.04], [-1.30, 0.87, 2.80], [1.16, 1.29, 2.99], [-1.29, 2.11, -1.26], [1.37, 3.65, -1.66], [1.73, 2.00, -2.12], [3.73, 1.22, 2.22], [4.55, 2.59, 1.44], [3.31, 2.89, 2.69], [-1.28, -2.52, 1.89], [0.68, -2.70, 3.10], [0.24, -4.25, 2.35], [3.08, -3.35, 3.03], [2.65, -4.88, 2.27], [2.14, -4.55, 3.93], [3.60, -1.61, -2.14], [2.36, -0.34, -1.99], [4.15, 0.02, -0.30], [3.92, -1.63, 0.31], [2.63, -0.44, 0.51]],
  "mulliken_charge": [-1.20, -0.35, -0.46, 0.52, 0.27, -0.85, -2.06, -0.27, 1.40, -0.65, -0.77, -0.06, -0.61, -1.16, -0.65, 1.14, 0.08, -0.56, 0.45, -0.66, 0.17, -1.21, -0.70, 0.75, -0.37, -0.33, -1.47, 1.12, -0.61, -0.12, -0.79, 0.34, 0.26, 0.43, 0.15, 0.46, 0.54, 0.67, 0.35, 0.33, 0.46, 0.52, 0.47, 0.37, 0.13, 0.34, 0.38, 0.37, 0.52, 0.37, 0.38, 0.31, 0.32, 0.44, 0.33, 0.00, 0.47, 0.40, -0.10],
  "orbital_gap_ev": 8.77,
  "mol_weight_g_mol": 448.54,
  "total_energy_ev": -49368.70585,
  "e_above_lowest_kcal_mol": 22.9,
  "smiles": "CCOc1cc(CNS(=O)(=O)c2ccc3c(c2)CC(=O)N3C)cc(OCC)c1OCC",
  "homo_energy_ev": -8.280
}


What did the fourth record say?
{
  "formula": "C4H12O",
  "method": "ωB97M-V/def2-TZVPD",
  "species": ["C", "C", "C", "H", "H", "H", "H", "H", "H", "H", "H", "C", "O", "H", "H", "H", "H"],
  "coordinates": [[-0.99, -2.10, 0.58], [-0.83, -0.55, 0.31], [-1.40, 0.27, 1.43], [-1.93, -2.44, 0.73], [-0.67, -2.23, 1.65], [-0.47, -2.73, -0.04], [0.26, -0.15, 0.18], [-1.30, -0.35, -0.67], [-2.18, -0.21, 2.04], [-0.56, 0.47, 2.03], [-1.91, 1.12, 0.96], [2.04, 1.45, -1.92], [1.41, 1.88, -0.71], [2.35, 2.39, -2.37], [2.88, 0.82, -1.75], [1.39, 0.87, -2.50], [1.91, 1.50, 0.06]],
  "mulliken_charge": [-1.39, 0.32, -1.19, 0.42, 0.31, 0.39, -0.08, 0.24, 0.34, 0.35, 0.29, -0.59, -0.50, 0.23, 0.30, 0.25, 0.30],
  "orbital_gap_ev": 11.25,
  "mol_weight_g_mol": 76.14,
  "total_energy_ev": -6388.57226,
  "e_above_lowest_kcal_mol": 35.7,
  "smiles": "CCC.CO",
  "homo_energy_ev": -10.368
}


What did the first record say?
{
  "formula": "C20H18N6S",
  "method": "ωB97M-V/def2-TZVPD",
  "species": ["C", "C", "C", "C", "C", "N", "N", "C", "S", "C", "C", "N", "C", "C", "C", "C", "C", "C", "C", "C", "N", "C", "C", "N", "N", "C", "C", "H", "H", "H", "H", "H", "H", "H", "H", "H", "H", "H", "H", "H", "H", "H", "H", "H", "H"],
  "coordinates": [[-0.49, -0.32, 7.92], [-0.33, -0.16, 6.44], [-0.87, 1.00, 5.68], [-0.81, 1.03, 4.31], [-1.47, 2.10, 3.53], [-0.17, -0.01, 3.62], [0.08, -0.10, 2.29], [0.65, -1.28, 2.17], [1.15, -1.86, 0.57], [-0.32, -1.61, -0.47], [0.01, -0.81, -1.69], [0.10, -1.39, -2.88], [0.37, -0.37, -3.78], [0.55, -0.52, -5.29], [0.43, -1.79, -5.86], [0.50, -1.98, -7.23], [0.69, -0.90, -8.09], [0.74, 0.39, -7.54], [0.72, 0.58, -6.14], [0.45, 0.81, -3.11], [0.31, 0.54, -1.78], [0.30, 1.48, -0.67], [0.38, 2.89, -1.06], [0.48, 4.01, -1.40], [0.83, -1.94, 3.41], [0.34, -1.11, 4.28], [0.21, -1.19, 5.74], [-0.22, -1.32, 8.25], [-1.52, -0.16, 8.19], [0.09, 0.43, 8.44], [-1.41, 1.78, 6.26], [-2.22, 1.65, 2.88], [-0.72, 2.56, 2.87], [-1.91, 2.87, 4.17], [-1.09, -1.12, 0.10], [-0.70, -2.58, -0.79], [0.27, -2.60, -5.20], [0.46, -2.95, -7.63], [0.80, -1.11, -9.16], [0.87, 1.23, -8.22], [0.78, 1.56, -5.70], [0.64, 1.75, -3.57], [-0.63, 1.36, -0.08], [1.13, 1.28, 0.02], [0.55, -2.10, 6.21]],
  "mulliken_charge": [-1.39, 1.22, -0.77, 1.01, -1.38, 0.39, -0.65, 0.13, -0.17, -0.91, 0.37, -0.57, 0.19, 0.48, -0.45, -0.49, -0.43, -0.63, -0.39, -0.38, 0.16, 0.11, -0.07, -0.45, -0.76, 0.35, -0.71, 0.34, 0.34, 0.32, 0.30, 0.32, 0.28, 0.36, 0.42, 0.39, 0.45, 0.40, 0.35, 0.35, 0.28, 0.45, 0.24, 0.22, 0.38],
  "orbital_gap_ev": 8.56,
  "mol_weight_g_mol": 374.47,
  "total_energy_ev": -40807.40751,
  "e_above_lowest_kcal_mol": 0.0,
  "smiles": "Cc1cc(C)n2nc(SCc3nc(-c4ccccc4)cn3CC#N)nc2c1",
  "homo_energy_ev": -8.109
}